Entry 1:
{"formula": "C52H52AsCl2N5O7STa", "method": "wB97M-V/def2-TZVPD", "elements": ["Ta", "As", "Cl", "Cl", "S", "O", "O", "O", "O", "O", "O", "O", "N", "N", "N", "N", "N", "C", "C", "C", "C", "C", "C", "C", "C", "C", "C", "C", "C", "C", "C", "C", "C", "C", "C", "C", "C", "C", "C", "C", "C", "C", "C", "C", "C", "C", "C", "C", "C", "C", "C", "C", "C", "C", "C", "C", "C", "C", "C", "C", "C", "C", "C", "C", "C", "C", "C", "C", "C", "H", "H", "H", "H", "H", "H", "H", "H", "H", "H", "H", "H", "H", "H", "H", "H", "H", "H", "H", "H", "H", "H", "H", "H", "H", "H", "H", "H", "H", "H", "H", "H", "H", "H", "H", "H", "H", "H", "H", "H", "H", "H", "H", "H", "H", "H", "H", "H", "H", "H", "H", "H"], "coordinates": [[0.2081, 0.2414, 0.1823], [0.0761, 2.5361, -1.2189], [-2.2762, -5.7815, -0.3673], [-5.8913, -3.1655, 2.7122], [-1.9340, 1.2036, 0.7076], [1.8815, -1.1414, 0.8712], [-0.6247, -1.5093, 0.1416], [-0.7005, -3.0610, -1.4435], [1.7096, -0.0149, -1.4038], [4.3760, 3.7966, 4.6652], [-0.3341, -0.2072, -2.0340], [0.8334, -0.0400, 7.2139], [0.0176, -0.0925, 2.3725], [1.5044, -2.7065, -2.9762], [-4.8551, -4.1854, 0.1568], [1.7759, 1.4597, 1.2162], [3.9450, -1.5490, 1.6910], [-5.3566, -4.5030, -2.1729], [-3.6016, -2.9650, -1.5804], [1.1097, 5.2256, -0.9541], [3.1294, -1.0869, 0.7731], [2.7042, 2.1712, 0.5508], [0.8701, -0.4458, -2.2657], [-0.9850, -1.1660, 4.2493], [-4.5652, -3.8988, -1.1963], [3.4533, -2.1633, 2.9211], [3.5291, 3.1415, 2.5694], [-2.2961, 3.7284, -2.4502], [0.8088, 0.6001, 3.2183], [1.3481, -1.2732, -3.4404], [1.2725, -3.5496, -4.2060], [-1.9030, -5.1660, 2.2122], [-2.5925, 2.2886, -0.5391], [-3.4530, -2.6614, -2.9309], [-2.2893, -4.6951, 3.4565], [2.2548, 2.9593, -3.0827], [5.3946, -1.4692, 1.5267], [-3.6547, 4.0132, -2.4289], [2.6105, 2.3613, 3.2618], [-1.3115, -2.3361, -0.6954], [2.1328, 2.4941, -5.4385], [0.7470, 0.4338, 4.5848], [1.0666, 6.5153, 1.0784], [-0.8665, -0.9610, 2.8911], [-3.9514, 2.5773, -0.5087], [-0.2819, -0.6478, 6.6116], [0.5380, 4.1540, -0.2766], [-4.3513, -3.9327, 2.5001], [0.4686, 5.4517, 1.7442], [-4.2365, -3.2621, -3.8976], [1.3776, 6.4048, -0.2682], [0.2058, 2.1160, -4.0437], [-4.4734, 3.4401, -1.4634], [2.8547, 2.9263, -4.3337], [0.2042, 4.2689, 1.0714], [-0.1711, -0.4631, 5.1259], [-5.1969, -4.1906, -3.5080], [0.0664, -2.8604, -4.8110], [3.5930, 3.0055, 1.1852], [-2.7500, -5.0285, 1.1224], [0.9244, 2.5668, -2.9374], [-2.7914, -2.2117, -0.5639], [0.8133, 2.0894, -5.2934], [-3.5311, -4.0920, 3.6017], [0.3683, -1.3614, -4.6268], [1.7658, 1.5201, 2.5635], [-1.7773, 2.8530, -1.5062], [4.4287, 4.0985, 3.2952], [-3.9864, -4.3736, 1.2182], [-3.0127, -1.1381, -0.5940], [1.4033, 0.9754, 5.2481], [-5.5292, 3.6723, -1.4464], [2.3352, -0.9174, -3.7343], [0.8451, -0.9400, -5.5091], [-3.0262, -2.5182, 0.4567], [2.3983, -2.8808, -2.5200], [1.8175, 7.2403, -0.7956], [3.8790, 3.2537, -4.4489], [0.7363, -2.9250, -2.2857], [2.3783, -2.2978, 2.8546], [5.4414, 4.0204, 2.8840], [-6.0927, -5.2352, -1.8672], [2.5958, 2.4878, -6.4158], [4.0659, 5.1138, 3.0834], [2.8259, 3.3246, -2.2374], [2.5772, 2.4218, 4.3382], [-2.7317, -1.9005, -3.2152], [-0.9725, -5.6994, 2.0803], [0.7832, -0.1405, 8.1704], [5.8218, -0.8653, 2.3267], [-1.6558, 4.1956, -3.1896], [3.9391, -3.1290, 3.0519], [-3.8811, -3.7518, 4.5666], [-5.8215, -4.6742, -4.2460], [2.1594, -3.4675, -4.8342], [-4.5925, 2.1366, 0.2424], [-0.8277, 1.8090, -3.9416], [3.6160, -0.6599, -0.1078], [-5.8359, -4.2020, 0.3899], [-1.6502, -4.8404, 4.3163], [5.6324, -1.0164, 0.5669], [-0.5344, -0.7904, -4.4239], [4.9494, 4.3939, 5.1572], [-0.2877, 3.4566, 1.5947], [-4.1245, -2.9975, -4.9402], [2.7372, 2.0351, -0.5215], [-1.7134, -1.8841, 4.6024], [-1.2239, -0.1873, 6.9371], [-4.0727, 4.6914, -3.1597], [-0.3469, -1.7186, 6.8333], [1.1247, -4.5826, -3.9017], [4.3154, 3.5574, 0.5985], [0.1915, 5.5507, 2.7855], [3.7007, -1.5277, 3.7719], [1.3311, 5.1704, -2.0124], [-0.0687, -3.1334, -5.8544], [0.2464, 1.7676, -6.1573], [-0.8333, -3.1441, -4.2630], [1.2670, 7.4392, 1.6034], [5.8263, -2.4681, 1.5702], [-1.4840, -1.5040, 2.1932]], "forces_ev_per_a": [[0.5, -1.2, -0.4], [-0.4, 0.6, -0.1], [0.0, 0.0, 0.0], [0.0, 0.0, 0.0], [0.2, 0.2, 0.1], [-0.2, -0.1, 0.1], [0.0, -0.6, -0.4], [0.0, 0.0, -0.1], [0.1, -0.2, 0.0], [0.0, 0.0, 0.0], [-0.3, 0.0, 0.1], [0.0, 0.0, 0.0], [-0.3, 0.1, 0.2], [-0.2, 0.0, 0.1], [0.0, -0.1, -0.1], [-0.1, 0.3, -0.1], [0.0, 0.0, -0.1], [0.0, 0.0, 0.0], [0.0, 0.0, 0.1], [0.0, 0.1, 0.1], [0.1, -0.1, 0.2], [0.1, 0.0, 0.1], [0.1, 0.5, 0.2], [0.0, 0.0, 0.0], [0.0, 0.0, 0.0], [0.0, 0.0, 0.0], [0.0, 0.0, 0.0], [-0.1, 0.0, 0.0], [0.0, 0.2, -0.1], [-0.1, 0.0, -0.1], [0.1, 0.0, 0.1], [-0.1, 0.0, 0.0], [-0.2, -0.1, 0.0], [0.0, 0.0, 0.0], [-0.1, 0.1, 0.0], [0.0, 0.0, -0.1], [0.0, 0.0, 0.0], [0.0, 0.0, 0.0], [0.1, 0.0, -0.1], [0.5, 0.4, 0.3], [0.0, 0.0, 0.0], [0.0, 0.0, 0.0], [0.0, 0.0, 0.0], [0.1, 0.1, 0.1], [0.0, 0.0, -0.1], [0.0, 0.0, 0.0], [0.2, 0.0, -0.1], [0.0, 0.1, 0.1], [0.0, 0.0, 0.0], [0.0, 0.0, 0.0], [0.0, 0.0, 0.0], [0.1, 0.1, -0.1], [0.0, 0.0, 0.0], [0.0, 0.0, 0.1], [0.0, 0.0, 0.0], [0.0, 0.0, 0.0], [0.0, 0.0, 0.0], [0.0, 0.0, 0.0], [0.0, 0.0, -0.1], [0.1, -0.1, -0.1], [0.1, 0.0, 0.0], [-0.1, 0.1, 0.0], [0.0, 0.0, 0.0], [0.1, 0.0, 0.0], [0.0, 0.0, 0.0], [-0.2, -0.1, 0.1], [0.0, 0.0, -0.1], [-0.1, 0.0, 0.0], [-0.1, -0.1, 0.0], [0.0, 0.0, -0.1], [0.0, 0.0, 0.0], [0.0, 0.0, 0.0], [0.0, 0.0, 0.0], [0.0, 0.0, 0.0], [0.0, 0.1, 0.0], [0.0, 0.0, -0.1], [0.0, 0.0, 0.0], [0.0, 0.0, 0.0], [0.1, 0.0, 0.0], [0.0, 0.0, 0.0], [0.0, 0.0, 0.0], [0.0, 0.0, 0.0], [0.0, 0.0, 0.0], [0.0, 0.0, 0.0], [0.0, 0.0, 0.0], [0.0, 0.0, 0.0], [0.0, 0.0, 0.0], [0.0, 0.0, 0.0], [0.0, 0.0, 0.0], [0.0, 0.0, 0.0], [0.0, 0.0, 0.0], [0.0, 0.0, 0.0], [0.0, 0.0, 0.0], [0.0, 0.0, 0.0], [0.0, 0.0, 0.0], [0.0, 0.0, 0.0], [0.0, 0.0, 0.0], [0.0, 0.1, 0.0], [0.0, 0.0, 0.0], [0.0, 0.0, 0.0], [0.0, 0.0, 0.0], [0.0, 0.0, 0.0], [0.0, 0.0, 0.0], [0.0, 0.0, 0.0], [0.0, 0.0, 0.0], [0.0, 0.0, 0.0], [0.0, 0.0, 0.0], [0.0, 0.0, 0.0], [0.0, 0.0, 0.0], [0.0, 0.0, 0.0], [0.0, 0.0, 0.0], [0.0, 0.0, 0.0], [0.0, 0.0, 0.0], [0.0, 0.0, 0.0], [0.0, 0.0, 0.0], [0.0, 0.0, 0.0], [0.0, 0.0, 0.0], [0.0, 0.0, 0.0], [0.0, 0.0, 0.0], [0.0, 0.0, 0.0], [0.0, 0.0, 0.0]], "lowdin_charge": [1.6161, 1.3005, 0.7868, 0.7455, 0.7260, -0.1478, -0.2788, 0.0864, -0.1301, -0.0308, -0.0749, -0.0360, -0.0817, 0.1066, 0.0707, -0.0539, -0.1395, -0.0033, -0.1687, -0.0858, -0.2667, -0.1366, -0.5740, 0.0462, -0.2315, 0.0136, -0.1273, -0.0696, -0.1781, -0.1234, -0.0747, -0.1062, -0.6128, -0.0474, -0.0943, -0.1110, -0.0006, -0.0375, 0.0912, -0.4817, -0.0442, 0.0867, -0.0494, -0.0851, -0.0819, -0.1876, -0.3549, -0.5896, -0.0552, -0.0689, -0.0467, -0.1114, -0.0340, -0.0467, -0.1190, -0.1246, -0.0531, -0.1168, 0.0380, -0.5744, -0.3587, -0.0336, -0.0585, -0.1186, -0.0877, -0.1719, -0.3913, -0.1881, -0.3265, 0.1222, 0.1270, 0.1240, 0.1732, 0.1239, 0.1186, 0.1884, 0.1198, 0.1196, 0.1244, 0.0897, 0.1437, 0.1270, 0.1214, 0.1471, 0.0952, 0.1291, 0.1061, 0.1071, 0.1159, 0.1062, 0.1173, 0.1093, 0.1094, 0.1167, 0.1441, 0.1150, 0.1096, 0.1436, 0.1171, 0.1094, 0.0959, 0.1132, 0.1178, 0.0758, 0.1075, 0.0845, 0.1237, 0.1509, 0.1220, 0.1427, 0.1466, 0.1412, 0.1177, 0.1072, 0.1013, 0.1359, 0.1214, 0.1086, 0.1192, 0.1072, 0.1072], "total_charge": 3, "relative_energy_kj_mol": 55.7, "homo_ev": -13.47}


Entry 2:
{"formula": "C52H53BrCl2N3O8P2Rb", "method": "wB97M-V/def2-TZVPD", "elements": ["Rb", "Br", "Cl", "Cl", "P", "P", "O", "O", "O", "O", "O", "O", "O", "O", "N", "N", "N", "C", "C", "C", "C", "C", "C", "C", "C", "C", "C", "C", "C", "C", "C", "C", "C", "C", "C", "C", "C", "C", "C", "C", "C", "C", "C", "C", "C", "C", "C", "C", "C", "C", "C", "C", "C", "C", "C", "C", "C", "C", "C", "C", "C", "C", "C", "C", "C", "C", "C", "C", "C", "H", "H", "H", "H", "H", "H", "H", "H", "H", "H", "H", "H", "H", "H", "H", "H", "H", "H", "H", "H", "H", "H", "H", "H", "H", "H", "H", "H", "H", "H", "H", "H", "H", "H", "H", "H", "H", "H", "H", "H", "H", "H", "H", "H", "H", "H", "H", "H", "H", "H", "H", "H", "H"], "coordinates": [[-0.5425, 0.7480, 0.3458], [-2.2532, -0.4220, -2.4079], [-2.7515, 2.7549, -0.2742], [-4.8399, 2.8921, -2.2862], [-2.6754, -1.3948, 3.2077], [0.9942, 2.6837, 2.3848], [-0.1707, 5.4611, -4.3221], [1.4134, -0.4625, 1.4312], [6.2442, 3.6645, -2.3424], [2.3914, 1.8269, 0.0512], [5.9536, 5.1707, -3.8639], [1.5563, 6.2834, -5.3331], [0.4538, 2.8969, -0.1834], [0.3818, -0.9462, -1.2589], [-2.0321, 1.8404, 2.6726], [1.0454, 5.5831, -4.4580], [5.5191, 4.3754, -3.0302], [-1.0417, -1.8303, -2.8695], [3.2774, 4.9814, -3.7259], [-1.7607, -4.3151, -6.2877], [-2.3218, -3.8514, -0.6686], [-5.9981, -3.8455, 3.7065], [-3.7605, 0.1229, 2.9307], [3.5746, 3.4766, -1.8510], [2.8096, 5.9626, 0.7193], [-2.2577, 3.0545, 4.5766], [3.0589, -4.1982, -1.8535], [2.1973, 4.0141, 2.0077], [-1.3648, -3.8959, 0.3316], [2.1507, 3.0387, 6.3685], [4.1086, 4.2731, -2.8673], [3.5275, 3.8972, 2.4070], [-0.5229, -3.7525, -4.1697], [-4.9692, -3.1433, 3.1051], [4.1259, 5.8401, 1.1319], [-4.0383, -2.4520, 3.8731], [-1.7983, -5.8711, -4.3312], [-4.1602, -2.4973, 5.2606], [-3.0321, 1.3217, 3.4066], [0.2636, -5.6134, -5.7061], [1.5965, 1.0467, 4.5375], [-0.4955, 3.7478, 2.7915], [-3.2505, 3.4912, -1.7956], [1.9617, 0.7128, 5.8309], [-1.4274, -2.7674, -3.7908], [1.8548, 5.0672, 1.1637], [-3.4542, -2.0902, 0.5133], [-1.4746, -3.0718, 1.4338], [2.2341, 1.7096, 6.7522], [-2.5405, -2.1841, 1.5575], [2.9725, -1.8739, -1.0605], [1.5065, 2.3771, 4.1419], [1.3580, 4.1289, -2.5187], [-3.2116, 2.0483, 4.6008], [-3.3468, -2.9243, -0.5871], [1.9011, 4.8874, -3.5603], [-1.5590, 2.8958, 3.3616], [1.6277, 2.6277, -0.5013], [0.7458, -3.6866, -3.5997], [0.2032, -1.7884, -2.1793], [2.2004, 3.4205, -1.6777], [-6.1174, -3.8751, 5.0864], [4.4793, 4.8094, 1.9880], [-5.1848, -3.2048, 5.8631], [-0.9392, -4.8673, -5.1162], [1.7900, 3.3689, 5.0747], [2.6196, -2.7773, -2.2430], [3.4458, -2.3135, -3.4537], [1.1463, -2.7615, -2.6533], [0.8371, 5.1635, 0.8201], [-3.9400, 0.2159, 1.8584], [4.0506, -1.9139, -0.8838], [1.0708, -0.7723, 0.5781], [1.7446, 4.4107, 4.7842], [-2.0832, 3.8225, 5.3118], [-2.6841, -5.3786, -3.9365], [2.5111, 1.4550, 7.7682], [1.9145, 0.3178, 1.1303], [4.8825, 6.5294, 0.7815], [-0.0751, -6.3425, -6.4421], [-0.8235, 4.1449, 1.8285], [5.5094, 4.7119, 2.3123], [-2.0362, -5.1233, -6.9652], [-2.6712, -3.8445, -5.9329], [3.8125, 3.0698, 3.0433], [-6.7147, -4.3719, 3.0890], [2.4621, -2.2060, -0.1594], [4.5097, -2.3499, -3.2201], [-5.2607, -3.2364, 6.9426], [3.6927, 5.5890, -4.5179], [-2.1151, -6.6940, -4.9733], [1.3898, 0.2742, 3.8094], [-1.1847, -3.5726, -6.8347], [3.1835, -1.2894, -3.7099], [2.4060, -4.5899, -1.0770], [-4.8917, -3.1353, 2.0281], [2.5253, 6.7573, 0.0427], [-0.2287, 4.5646, 3.4675], [3.0319, -4.8788, -2.6999], [-0.7429, -3.1277, 2.2275], [3.2538, -2.9453, -4.3192], [0.8180, -6.1546, -4.9425], [2.0437, -0.3275, 6.1208], [2.7003, -0.8393, -1.2453], [-2.5390, 3.2188, -2.5742], [4.0801, -4.1755, -1.4746], [0.9412, -4.9216, -6.2024], [-4.7029, -0.0078, 3.4688], [-4.0798, -2.8540, -1.3801], [-4.2607, -1.3693, 0.5454], [-2.2604, -4.5214, -1.5152], [-0.5297, -4.5746, 0.2532], [-2.4280, -2.7124, -4.1966], [0.2904, 4.0896, -2.3654], [-3.9464, 1.8499, 5.3621], [-6.9245, -4.4288, 5.5511], [4.2108, 2.9078, -1.1914], [-1.2299, -6.2768, -3.4952], [-3.4368, -1.9638, 5.8638], [-3.3309, 4.5712, -1.6708], [2.3761, 3.8204, 7.0841], [1.4773, -4.4065, -3.9294]], "forces_ev_per_a": [[-2.4, -0.3, 0.5], [-0.1, 0.0, -0.3], [-0.4, 0.5, 0.1], [-0.3, 0.0, -0.2], [-0.6, 0.2, -0.1], [-0.3, 0.7, 1.7], [0.9, 0.0, 0.0], [0.7, -0.5, 0.1], [-0.6, 0.4, -0.4], [0.6, -0.5, -0.4], [-0.3, -0.4, 0.4], [-0.3, -0.5, 0.6], [0.2, 1.5, -1.0], [0.6, 0.0, 0.1], [0.1, -0.2, -0.5], [-1.3, 1.1, -1.3], [2.0, 0.1, -0.3], [-0.2, 0.3, 0.1], [0.1, 0.2, -0.3], [0.1, -0.1, 0.2], [0.0, 0.0, 0.0], [-0.2, -0.1, 0.0], [0.5, -0.2, 0.1], [0.2, 0.2, -0.4], [0.1, 0.2, 0.0], [1.0, 0.6, -0.7], [-0.1, 0.2, -0.1], [0.1, -0.1, -0.1], [0.1, -0.2, -0.1], [0.0, 0.2, 0.1], [-1.9, -0.2, 0.4], [0.0, 0.0, 0.0], [0.1, -0.1, -0.1], [0.0, 0.0, 0.0], [0.1, 0.1, -0.1], [0.2, -0.1, 0.1], [0.1, 0.0, -0.2], [0.1, 0.0, -0.1], [-0.5, 0.7, 0.8], [-0.1, 0.1, 0.1], [0.0, 0.0, -0.1], [0.5, -0.2, -0.4], [0.3, 0.0, 0.1], [0.1, -0.1, 0.2], [0.1, 0.1, 0.0], [-0.1, 0.1, 0.1], [0.1, 0.1, -0.1], [-0.1, 0.0, 0.0], [0.0, -0.1, 0.1], [0.1, 0.1, 0.2], [-0.1, 0.0, -0.1], [0.0, -0.1, -0.2], [0.1, 0.2, -0.4], [-0.5, -1.1, -0.6], [-0.2, -0.2, 0.0], [1.1, -1.0, 1.3], [-0.6, 0.3, 1.1], [0.2, 0.2, -0.4], [-0.2, -0.1, -0.2], [-0.1, -0.5, -0.5], [0.1, 0.1, 0.1], [0.0, -0.1, 0.1], [0.2, 0.0, 0.0], [-0.2, 0.0, 0.1], [0.0, -0.2, 0.0], [0.0, 0.0, 0.1], [0.2, 0.0, 0.1], [-0.1, -0.1, 0.2], [0.0, 0.3, 0.2], [-0.1, 0.0, 0.0], [-0.2, 0.0, 0.0], [0.1, -0.1, 0.0], [0.6, -0.9, 0.0], [0.0, 0.1, 0.0], [0.0, 0.1, 0.1], [-0.1, 0.0, 0.1], [0.0, 0.0, 0.0], [0.2, 0.1, 0.2], [0.0, 0.1, 0.0], [-0.1, -0.1, -0.1], [0.0, 0.2, 0.0], [0.0, 0.0, 0.0], [-0.1, -0.1, -0.1], [-0.2, 0.1, 0.0], [0.1, 0.0, 0.0], [0.0, 0.0, 0.0], [0.0, 0.1, 0.1], [0.2, 0.0, 0.0], [0.0, 0.0, 0.1], [0.0, -0.1, 0.1], [-0.1, -0.1, -0.1], [-0.1, -0.1, -0.1], [0.1, 0.1, -0.1], [0.0, 0.1, -0.1], [0.0, -0.1, 0.1], [0.0, 0.0, 0.0], [0.0, 0.1, -0.1], [0.0, 0.0, -0.1], [0.0, -0.2, -0.1], [0.1, 0.0, 0.1], [0.0, 0.0, -0.1], [0.1, 0.0, 0.1], [-0.1, 0.0, 0.0], [0.0, 0.0, 0.1], [-0.1, 0.1, 0.1], [0.1, 0.0, 0.1], [0.1, 0.1, 0.0], [0.1, 0.0, -0.2], [0.0, 0.0, -0.1], [0.0, 0.0, 0.1], [0.1, 0.0, -0.1], [0.1, -0.1, 0.0], [0.0, 0.0, 0.0], [0.0, 0.0, 0.1], [-0.1, -0.1, 0.2], [0.0, 0.0, 0.0], [0.0, 0.0, 0.1], [0.0, 0.0, 0.1], [0.1, 0.0, 0.1], [0.1, -0.2, 0.0], [0.0, 0.0, 0.0], [0.1, -0.1, 0.0]], "lowdin_charge": [0.9150, 0.7880, 0.5389, 0.4876, 1.1069, 1.0980, 0.0699, -0.2383, 0.0783, -0.0450, 0.0516, 0.0556, -0.3081, -0.3151, -0.0053, -0.3444, -0.3453, -0.5408, 0.0883, -0.0604, -0.0857, -0.1016, -0.2762, 0.1039, -0.0995, -0.1077, -0.0572, -0.3439, -0.0718, -0.1051, -0.1304, -0.0866, -0.2064, -0.0800, -0.1178, -0.3689, -0.0550, -0.1164, -0.4770, -0.0713, -0.0753, -0.2765, -1.0064, -0.0923, -0.1152, -0.0991, -0.1421, -0.1071, -0.1172, -0.4029, -0.0549, -0.3440, 0.1031, -0.1160, -0.1332, -0.1321, -0.4487, -0.7251, -0.0117, -0.4479, -0.0645, -0.1203, -0.0968, -0.1098, -0.5604, -0.1010, -0.5288, -0.0460, -0.0897, 0.0994, 0.0609, 0.0849, -0.0774, 0.1035, 0.0699, 0.0753, 0.0872, -0.0226, 0.0891, 0.0741, 0.0562, 0.0945, 0.0739, 0.0664, 0.1086, 0.0937, 0.0805, 0.0764, 0.0919, 0.1255, 0.0732, 0.0871, 0.0884, 0.0890, 0.0831, 0.0857, 0.0969, 0.0826, 0.0632, 0.0970, 0.0712, 0.0755, 0.0952, 0.0775, 0.0259, 0.0763, 0.0863, 0.0841, 0.0976, 0.1043, 0.0915, 0.1008, 0.0960, 0.1280, 0.0659, 0.0883, 0.1355, 0.0844, 0.0950, 0.0298, 0.0897, 0.0846], "total_charge": -2, "relative_energy_kj_mol": 190.4, "homo_ev": -1.44}